(1)
A 2-piece molecular cluster, C2H2INO overall at a distorted geometry, computed with the ωB97M-V functional and the def2-TZVPD basis.

Output
highest occupied orbital energy (spin up / spin down)	-8.7 / -8.7	eV
relative energy (zero: lowest compared OMol25 entry of this formula, charge and spin)	139.1	kJ/mol
frontier orbital gap (spin up / spin down)	6.659 / 6.670	eV
electronic energy	-13742.138	eV
lowest unoccupied orbital energy (spin up / spin down)	-0.076 / -0.075	Eh

ORCA input file:
```
! wB97M-V def2-TZVPD RIJCOSX def2/J DEFGRID3
* xyz 0 1
C -0.42 -0.09 0.07
C 0.29 1.12 0.01
N -1.24 -0.36 -0.88
O 0.77 2.14 0.17
I 2.43 -0.88 0.30
H -0.19 -0.67 1.02
H -1.65 -1.27 -0.68
*
```

Listed below, in e, are the Mulliken charges computed for each atom: C -0.15; C 0.49; N -0.56; O -0.16; I -0.34; H 0.43; H 0.28

(2)
A 2-piece molecular cluster, C25H32NO2Si overall at a distorted geometry, computed with the ωB97M-V functional and the def2-TZVPD basis.

Output
highest occupied orbital energy	-9.4	eV
relative energy (zero: lowest compared OMol25 entry of this formula, charge and spin)	50.2	kJ/mol
frontier orbital gap	4.447	eV
electronic energy	-39901.329	eV
lowest unoccupied orbital energy	-0.183	Eh

ORCA input file:
```
! wB97M-V def2-TZVPD RIJCOSX def2/J DEFGRID3
* xyz 1 1
C 1.71 -1.88 1.11
C 0.98 -2.54 0.04
C -0.21 -1.88 -0.34
O -0.93 -1.11 0.41
Si -2.55 -0.58 0.04
C -3.09 -0.07 1.75
C -2.51 0.84 -1.15
C -3.50 -2.03 -0.61
O -0.56 -2.04 -1.61
C 0.53 -2.80 -2.29
C 1.56 -3.07 -1.21
H 2.61 -2.44 1.36
H 1.99 -0.84 0.86
H 1.06 -1.84 1.99
H -4.19 0.02 1.78
H -2.77 -0.80 2.50
H -2.66 0.91 2.01
H -3.54 1.11 -1.42
H -2.04 1.73 -0.71
H -1.98 0.60 -2.07
H -4.56 -1.91 -0.33
H -3.45 -2.09 -1.70
H -3.15 -2.99 -0.19
H 0.08 -3.70 -2.70
H 0.92 -2.16 -3.09
H 2.50 -2.54 -1.43
H 1.80 -4.14 -1.16
C -0.44 -7.12 2.73
C 0.85 -6.91 2.06
N 1.45 -7.89 1.34
C 0.88 -9.20 1.09
C 2.72 -7.46 0.91
C 2.91 -6.15 1.39
C 4.11 -5.49 1.13
C 5.08 -6.15 0.37
C 4.88 -7.46 -0.09
C 3.69 -8.15 0.19
C 1.71 -5.77 2.12
C 1.48 -4.52 2.70
C 2.39 -3.90 3.62
C 3.61 -4.50 4.06
C 4.58 -3.74 4.72
C 4.36 -2.38 4.98
C 3.10 -1.82 4.73
C 2.11 -2.59 4.14
H -0.58 -6.28 3.43
H -1.30 -7.13 2.04
H -0.44 -8.05 3.31
H 1.58 -9.78 0.48
H 0.71 -9.74 2.03
H -0.08 -9.12 0.57
H 4.27 -4.49 1.54
H 6.02 -5.63 0.15
H 5.66 -7.95 -0.68
H 3.51 -9.17 -0.14
H 0.48 -4.07 2.60
H 3.80 -5.55 3.83
H 5.52 -4.22 5.03
H 5.14 -1.78 5.44
H 2.88 -0.79 5.00
H 1.09 -2.20 4.02
*
```

Atomic partial charges in e from the Mulliken method, atoms 1 to 8: C -1.23; C 1.26; C -0.04; O -0.46; Si 0.36; C -1.04; C -1.03; C -1.01

(3)
C3H3O4Yb as an isolated structure at a distorted geometry, computed with the ωB97M-V functional and the def2-TZVPD basis.

Output
highest occupied orbital energy (spin up / spin down)	-18.5 / -18.4	eV
relative energy (zero: lowest compared OMol25 entry of this formula, charge and spin)	0.0	kJ/mol
frontier orbital gap (spin up / spin down)	9.559 / 6.464	eV
electronic energy	-42861.087	eV
lowest unoccupied orbital energy (spin up / spin down)	-0.327 / -0.438	Eh

ORCA input file:
```
! wB97M-V def2-TZVPD RIJCOSX def2/J DEFGRID3
* xyz 2 2
C 1.91 -1.14 0.01
C 0.67 -1.94 0.29
O -0.41 -1.16 0.54
O 1.82 0.08 -0.08
H 2.86 -1.66 -0.20
H 0.42 -2.64 -0.55
Yb -0.07 1.23 0.50
O -3.68 3.81 -0.75
O -1.64 2.82 -0.31
C -2.69 3.27 -0.57
H 0.81 -2.67 1.13
*
```

Atomic partial charges in e from the Mulliken method, atoms 1 to 8: C 0.21; C -0.23; O -0.35; O -0.46; H 0.39; H 0.38; Yb 1.63; O -0.16

(4)
An isolated ion of composition C6H14N3S and charge +1 at a distorted geometry, computed with the ωB97M-V functional and the def2-TZVPD basis.

Output
highest occupied orbital energy	-12.6	eV
relative energy (zero: lowest compared OMol25 entry of this formula, charge and spin)	469.9	kJ/mol
frontier orbital gap	9.259	eV
electronic energy	-21743.749	eV
lowest unoccupied orbital energy	-0.122	Eh

ORCA input file:
```
! wB97M-V def2-TZVPD RIJCOSX def2/J DEFGRID3
* xyz 1 1
C -1.80 1.21 0.42
C -0.89 0.85 -0.73
C 0.38 0.97 2.12
C -0.26 2.24 -1.41
C 1.02 -2.29 0.29
C -0.10 -1.44 -0.31
N 1.77 0.09 3.83
N 1.04 0.59 3.06
N 0.16 -0.09 -0.25
S -0.98 1.89 1.95
H -2.68 1.87 0.31
H -2.33 0.36 0.93
H -1.50 0.26 -1.43
H 0.52 0.22 0.76
H -1.13 2.88 -1.48
H -0.06 2.10 -2.42
H 0.44 2.63 -0.73
H 0.66 -3.38 0.39
H 1.86 -2.29 -0.33
H 1.26 -2.04 1.24
H -0.85 -1.72 0.42
H -0.50 -1.66 -1.34
H 2.73 0.43 3.86
H 0.87 -0.05 -0.95
*
```

Atomic partial charges in e from the Mulliken method, atoms 1 to 8: C -0.78; C -0.04; C 0.20; C -1.33; C -1.37; C -0.45; N -0.99; N 0.68

(5)
An isolated molecule of C2H3NO at a distorted geometry, computed with the ωB97M-V functional and the def2-TZVPD basis.

Output
highest occupied orbital energy	-10.8	eV
relative energy (zero: lowest compared OMol25 entry of this formula, charge and spin)	156.3	kJ/mol
frontier orbital gap	11.456	eV
structure (SMILES)	COC#N
electronic energy	-5658.285	eV
lowest unoccupied orbital energy	0.022	Eh

ORCA input file:
```
! wB97M-V def2-TZVPD RIJCOSX def2/J DEFGRID3
* xyz 0 1
C 0.14 0.31 0.24
O 1.36 0.54 -0.59
C 2.46 0.11 -0.04
N 3.49 -0.16 0.42
H -0.42 1.29 0.05
H 0.26 0.07 1.28
H -0.34 -0.69 -0.26
*
```

Listed below, in e, are the Mulliken charges computed for each atom: C -0.54; O -0.34; C 0.49; N -0.40; H 0.21; H 0.34; H 0.23

(6)
A 2-piece molecular cluster, C4H12NOS overall, computed with the ωB97M-V functional and the def2-TZVPD basis.

Output
highest occupied orbital energy	-2.4	eV
relative energy (zero: lowest compared OMol25 entry of this formula, charge and spin)	79.4	kJ/mol
frontier orbital gap	5.743	eV
electronic energy	-18715.932	eV
lowest unoccupied orbital energy	0.123	Eh

ORCA input file:
```
! wB97M-V def2-TZVPD RIJCOSX def2/J DEFGRID3
* xyz -1 1
C 0.61 -0.65 -1.10
C 1.53 -0.82 0.12
S 3.28 -0.46 -0.26
C -0.88 -0.60 -0.77
N -1.29 0.48 0.13
C -1.33 0.16 1.56
H 0.93 0.24 -1.64
H 0.77 -1.51 -1.77
H 1.43 -1.84 0.49
H 1.21 -0.09 0.88
H -1.49 -0.48 -1.67
H -1.19 -1.58 -0.35
H -0.62 1.23 -0.03
H -0.75 0.90 2.14
H -0.86 -0.79 1.76
H -2.35 0.19 1.94
H -4.00 1.28 0.43
H -3.31 2.57 0.07
O -4.19 2.17 0.10
*
```

Atomic partial charges in e from the Mulliken method, atoms 1 to 8: C -0.59; C -0.43; S -0.65; C -0.77; N -0.22; C -0.99; H 0.31; H 0.30

Copy entry 3 word for word.
C3H3O4Yb as an isolated structure at a distorted geometry, computed with the ωB97M-V functional and the def2-TZVPD basis.

Output
highest occupied orbital energy (spin up / spin down)	-18.5 / -18.4	eV
relative energy (zero: lowest compared OMol25 entry of this formula, charge and spin)	0.0	kJ/mol
frontier orbital gap (spin up / spin down)	9.559 / 6.464	eV
electronic energy	-42861.087	eV
lowest unoccupied orbital energy (spin up / spin down)	-0.327 / -0.438	Eh

ORCA input file:
```
! wB97M-V def2-TZVPD RIJCOSX def2/J DEFGRID3
* xyz 2 2
C 1.91 -1.14 0.01
C 0.67 -1.94 0.29
O -0.41 -1.16 0.54
O 1.82 0.08 -0.08
H 2.86 -1.66 -0.20
H 0.42 -2.64 -0.55
Yb -0.07 1.23 0.50
O -3.68 3.81 -0.75
O -1.64 2.82 -0.31
C -2.69 3.27 -0.57
H 0.81 -2.67 1.13
*
```

Atomic partial charges in e from the Mulliken method, atoms 1 to 8: C 0.21; C -0.23; O -0.35; O -0.46; H 0.39; H 0.38; Yb 1.63; O -0.16

Repeat the fifth record exactly.
An isolated molecule of C2H3NO at a distorted geometry, computed with the ωB97M-V functional and the def2-TZVPD basis.

Output
highest occupied orbital energy	-10.8	eV
relative energy (zero: lowest compared OMol25 entry of this formula, charge and spin)	156.3	kJ/mol
frontier orbital gap	11.456	eV
structure (SMILES)	COC#N
electronic energy	-5658.285	eV
lowest unoccupied orbital energy	0.022	Eh

ORCA input file:
```
! wB97M-V def2-TZVPD RIJCOSX def2/J DEFGRID3
* xyz 0 1
C 0.14 0.31 0.24
O 1.36 0.54 -0.59
C 2.46 0.11 -0.04
N 3.49 -0.16 0.42
H -0.42 1.29 0.05
H 0.26 0.07 1.28
H -0.34 -0.69 -0.26
*
```

Listed below, in e, are the Mulliken charges computed for each atom: C -0.54; O -0.34; C 0.49; N -0.40; H 0.21; H 0.34; H 0.23

Question: Which value of relative energy (zero: lowest compared OMol25 entry of this formula, charge and spin) does entry 6 give?
Answer: 79.4 kJ/mol